{"formula": "C31H27BBrN3O2PdS", "method": "wB97M-V/def2-TZVPD", "spin_multiplicity": 1, "homo_lumo_gap_ev": 6.370, "e_above_lowest_kj_mol": 0.0, "species": ["Pd", "S", "C", "C", "C", "C", "C", "C", "C", "C", "C", "N", "H", "H", "H", "H", "H", "H", "Br", "C", "C", "C", "C", "C", "C", "N", "C", "C", "C", "C", "C", "C", "N", "H", "H", "H", "H", "H", "H", "H", "H", "H", "C", "C", "C", "C", "C", "C", "C", "C", "O", "B", "O", "C", "C", "H", "H", "H", "H", "H", "H", "H", "H", "H", "H", "H", "H"], "xyz": [[-0.492, 0.023, 0.011], [-1.211, -1.463, 4.120], [-0.745, 0.171, 4.287], [-0.560, 0.783, 3.083], [-0.817, -0.067, 1.962], [-1.182, -1.323, 2.397], [-1.459, -2.429, 1.493], [-2.077, -3.621, 1.880], [-2.328, -4.593, 0.935], [-1.964, -4.367, -0.388], [-1.348, -3.168, -0.690], [-1.088, -2.225, 0.213], [-0.633, 0.597, 5.272], [-0.284, 1.822, 2.991], [-2.369, -3.762, 2.912], [-2.813, -5.518, 1.220], [-2.146, -5.098, -1.162], [-1.037, -2.947, -1.706], [-4.688, -0.697, -6.058], [-3.252, -0.425, -4.861], [-3.448, -0.604, -3.505], [-2.388, -0.395, -2.636], [-1.143, -0.025, -3.117], [-0.962, 0.155, -4.484], [-2.016, -0.041, -5.360], [-0.104, 0.126, -2.132], [1.110, 0.238, -2.490], [2.223, 0.307, -1.512], [3.529, 0.426, -1.954], [4.543, 0.453, -1.005], [4.203, 0.368, 0.332], [2.860, 0.259, 0.678], [1.892, 0.223, -0.226], [-4.417, -0.894, -3.124], [-2.513, -0.504, -1.565], [-0.012, 0.465, -4.898], [-1.878, 0.105, -6.422], [1.400, 0.256, -3.540], [3.745, 0.493, -3.012], [5.578, 0.538, -1.309], [4.962, 0.383, 1.103], [2.540, 0.202, 1.713], [-3.310, 8.370, 0.206], [-3.642, 7.293, 1.247], [-2.842, 7.592, 2.514], [-5.135, 7.369, 1.596], [-3.321, 5.910, 0.673], [-3.974, 5.481, -0.485], [-3.735, 4.236, -1.067], [-2.813, 3.424, -0.448], [-2.388, 2.169, -0.792], [-1.430, 1.781, 0.201], [-1.300, 2.854, 1.107], [-2.161, 3.835, 0.693], [-2.387, 5.061, 1.276], [-3.508, 9.365, 0.614], [-3.908, 8.252, -0.698], [-2.257, 8.320, -0.079], [-3.106, 8.584, 2.884], [-1.767, 7.583, 2.325], [-3.057, 6.872, 3.307], [-5.373, 8.343, 2.030], [-5.402, 6.595, 2.318], [-5.761, 7.233, 0.713], [-4.698, 6.134, -0.957], [-4.251, 3.921, -1.964], [-1.850, 5.335, 2.172]]}

---

{"formula": "C31H27BCrN7O6S2SeTe", "method": "wB97M-V/def2-TZVPD", "spin_multiplicity": 4, "homo_lumo_gap_ev": [4.865, 4.864], "s2": 3.773, "charge": -2, "e_above_lowest_kj_mol": 22.6, "species": ["Cr", "C", "C", "C", "C", "C", "C", "C", "S", "O", "O", "N", "C", "C", "C", "C", "C", "N", "H", "H", "H", "H", "H", "H", "H", "H", "H", "H", "H", "B", "N", "C", "C", "C", "N", "N", "C", "C", "C", "N", "H", "H", "H", "H", "H", "H", "H", "H", "Te", "C", "C", "C", "C", "S", "H", "H", "H", "Se", "C", "N", "O", "C", "O", "C", "C", "C", "C", "O", "C", "O", "C", "C", "H", "H", "H", "H", "H"], "xyz": [[1.159, -0.449, 0.269], [-6.333, 0.014, 0.296], [-5.017, -0.587, 0.717], [-3.846, -0.270, 0.036], [-2.637, -0.855, 0.377], [-2.589, -1.756, 1.430], [-3.745, -2.085, 2.125], [-4.950, -1.500, 1.764], [-1.095, -2.621, 1.852], [-1.264, -3.043, 3.225], [-0.936, -3.634, 0.850], [0.074, -1.541, 1.730], [0.890, -1.098, 2.753], [0.922, -1.420, 4.115], [1.893, -0.820, 4.890], [2.795, 0.085, 4.341], [2.694, 0.370, 2.997], [1.761, -0.207, 2.240], [-6.193, 1.016, -0.110], [-7.030, 0.074, 1.133], [-6.799, -0.593, -0.484], [-3.874, 0.444, -0.780], [-1.743, -0.631, -0.186], [-3.687, -2.790, 2.943], [-5.856, -1.763, 2.301], [0.221, -2.133, 4.513], [1.952, -1.070, 5.944], [3.564, 0.561, 4.934], [3.344, 1.079, 2.493], [0.275, 2.219, -1.758], [-0.180, 2.252, -0.269], [-0.905, 3.208, 0.305], [-1.319, 2.774, 1.555], [-0.779, 1.500, 1.663], [-0.098, 1.190, 0.556], [1.726, 1.664, -1.826], [2.606, 1.933, -2.788], [3.735, 1.156, -2.610], [3.463, 0.419, -1.470], [2.247, 0.722, -1.005], [-0.485, 1.508, -2.386], [0.281, 3.360, -2.160], [-1.067, 4.140, -0.209], [-1.913, 3.302, 2.280], [-0.856, 0.799, 2.477], [2.376, 2.679, -3.530], [4.624, 1.128, -3.215], [4.058, -0.327, -0.973], [3.839, 3.158, 0.658], [5.138, 4.576, 1.531], [5.257, 5.925, 1.294], [6.260, 6.575, 2.073], [6.914, 5.721, 2.910], [6.291, 4.127, 2.733], [4.631, 6.431, 0.571], [6.485, 7.633, 2.007], [7.715, 5.936, 3.600], [4.337, -4.035, 1.120], [3.206, -2.762, 0.583], [2.473, -1.929, 0.237], [1.651, -1.980, -2.643], [0.508, -1.806, -2.270], [0.109, -1.102, -1.252], [-0.634, -2.431, -3.049], [-0.336, -3.392, -4.004], [-1.338, -4.023, -4.748], [-2.628, -3.635, -4.494], [-3.787, -4.090, -5.089], [-4.851, -3.394, -4.440], [-4.295, -2.474, -3.514], [-2.928, -2.674, -3.554], [-1.962, -2.055, -2.808], [0.706, -3.642, -4.151], [-1.112, -4.788, -5.480], [-5.484, -4.112, -3.910], [-5.436, -2.852, -5.188], [-2.192, -1.310, -2.063]]}

---

{"formula": "C31H27Br6LiN5O9", "method": "wB97M-V/def2-TZVPD", "spin_multiplicity": 1, "homo_lumo_gap_ev": 2.657, "charge": -1, "species": ["Li", "C", "O", "O", "O", "C", "Br", "Br", "Br", "H", "C", "Br", "Br", "Br", "H", "C", "C", "C", "C", "C", "C", "N", "O", "O", "H", "H", "H", "H", "H", "C", "C", "C", "C", "C", "C", "N", "O", "O", "H", "H", "H", "H", "H", "C", "C", "C", "C", "C", "C", "N", "O", "O", "H", "H", "H", "H", "H", "N", "C", "C", "C", "C", "C", "H", "H", "H", "H", "H", "N", "C", "C", "C", "C", "C", "H", "H", "H", "H", "H"], "xyz": [[-3.602, -3.429, 0.706], [-0.705, -0.778, 0.066], [-0.706, -1.916, -0.376], [0.204, 0.058, -0.156], [-1.710, -0.557, 0.782], [-4.944, 0.622, 6.514], [-4.852, -0.323, 8.256], [-5.112, 2.545, 6.890], [-6.439, 0.050, 5.326], [-4.017, 0.486, 5.957], [5.195, -0.478, -4.264], [7.110, -0.283, -3.677], [4.643, -2.337, -4.406], [4.872, 0.331, -6.060], [4.452, 0.001, -3.626], [3.185, -8.808, 0.998], [2.691, -7.812, 1.795], [2.557, -7.901, 3.135], [2.834, -9.105, 3.759], [3.216, -10.168, 2.927], [3.453, -10.020, 1.566], [2.488, -9.313, 5.185], [2.041, -8.316, 5.788], [2.453, -10.465, 5.598], [3.520, -8.664, -0.019], [2.481, -6.886, 1.279], [2.271, -7.026, 3.700], [3.375, -11.139, 3.372], [3.798, -10.878, 1.008], [7.085, 1.464, 4.526], [8.363, 1.116, 5.095], [8.943, -0.058, 4.668], [8.292, -0.879, 3.750], [7.114, -0.500, 3.128], [6.472, 0.684, 3.564], [9.048, -2.103, 3.346], [8.587, -2.816, 2.433], [10.059, -2.423, 3.942], [6.583, 2.394, 4.749], [8.805, 1.759, 5.841], [9.905, -0.230, 5.126], [6.668, -1.017, 2.292], [5.551, 0.999, 3.095], [-5.241, 4.868, -4.397], [-5.641, 4.271, -3.206], [-6.550, 4.933, -2.425], [-7.234, 6.064, -2.885], [-6.924, 6.573, -4.137], [-5.864, 6.012, -4.855], [-8.226, 6.839, -2.078], [-8.581, 6.320, -1.028], [-8.600, 7.955, -2.423], [-4.423, 4.425, -4.945], [-5.098, 3.467, -2.731], [-6.728, 4.566, -1.425], [-7.459, 7.436, -4.506], [-5.701, 6.409, -5.847], [-0.208, 7.369, 3.571], [-0.770, 6.420, 2.849], [-2.104, 6.361, 2.528], [-2.931, 7.457, 2.843], [-2.349, 8.429, 3.624], [-0.979, 8.344, 4.021], [-0.110, 5.613, 2.567], [-2.539, 5.483, 2.074], [-3.993, 7.408, 2.653], [-2.873, 9.326, 3.918], [-0.477, 9.184, 4.478], [-3.426, -4.044, -8.279], [-2.688, -3.231, -7.498], [-2.320, -1.955, -7.911], [-2.896, -1.404, -9.065], [-3.762, -2.180, -9.795], [-3.970, -3.496, -9.413], [-2.550, -3.475, -6.454], [-1.685, -1.344, -7.286], [-2.633, -0.381, -9.292], [-4.191, -1.786, -10.704], [-4.501, -4.116, -10.120]]}

---

{"formula": "C31H27BrF5O5PS3W", "method": "wB97M-V/def2-TZVPD", "spin_multiplicity": 1, "homo_lumo_gap_ev": [4.405, 4.403], "e_above_lowest_kj_mol": 128.1, "species": ["W", "O", "C", "O", "C", "C", "C", "C", "C", "C", "P", "C", "C", "C", "C", "C", "C", "C", "C", "C", "C", "C", "C", "H", "H", "H", "H", "H", "H", "H", "H", "H", "H", "H", "H", "H", "H", "C", "O", "C", "C", "O", "C", "H", "H", "H", "H", "H", "H", "H", "H", "H", "H", "F", "C", "C", "F", "C", "F", "C", "S", "C", "F", "C", "F", "Br", "C", "O", "C", "S", "S", "H", "H", "H"], "xyz": [[-0.164, 0.147, -0.211], [3.378, -1.178, -1.155], [2.219, -1.399, -1.395], [1.256, -1.102, -0.501], [1.725, -2.036, -2.650], [2.705, -2.629, -3.443], [2.362, -3.281, -4.612], [1.028, -3.345, -4.986], [0.054, -2.749, -4.203], [0.381, -2.077, -3.027], [-1.002, -1.317, -2.062], [-1.840, -2.831, -1.503], [-1.085, -3.707, -0.721], [-1.662, -4.846, -0.192], [-3.000, -5.131, -0.443], [-3.753, -4.266, -1.219], [-3.178, -3.113, -1.741], [-2.042, -0.523, -3.329], [-2.868, -1.219, -4.215], [-3.608, -0.543, -5.169], [-3.537, 0.840, -5.258], [-2.722, 1.543, -4.387], [-1.983, 0.865, -3.429], [3.733, -2.572, -3.113], [3.126, -3.743, -5.222], [0.740, -3.861, -5.892], [-0.975, -2.818, -4.520], [-0.045, -3.490, -0.503], [-1.070, -5.509, 0.425], [-3.453, -6.019, -0.025], [-4.797, -4.476, -1.414], [-3.798, -2.425, -2.301], [-2.953, -2.296, -4.164], [-4.248, -1.100, -5.840], [-4.123, 1.366, -6.000], [-2.668, 2.621, -4.439], [-1.373, 1.433, -2.739], [1.772, 1.520, -2.690], [1.410, 1.469, -1.310], [2.498, 1.817, -0.420], [1.889, 2.041, 0.937], [1.170, 0.853, 1.304], [1.919, -0.025, 2.188], [2.076, 2.537, -2.947], [0.893, 1.244, -3.268], [2.590, 0.828, -2.901], [2.975, 2.734, -0.777], [3.224, 0.997, -0.425], [1.152, 2.844, 0.920], [2.627, 2.273, 1.706], [2.173, 0.546, 3.083], [2.783, -0.407, 1.640], [1.249, -0.831, 2.474], [-6.890, -2.720, 0.910], [-5.630, -2.301, 1.023], [-5.134, -1.344, 0.155], [-5.913, -0.853, -0.813], [-3.816, -0.941, 0.258], [-3.375, -0.057, -0.655], [-2.956, -1.453, 1.212], [-1.287, -0.935, 1.502], [-3.483, -2.416, 2.073], [-2.712, -2.972, 3.006], [-4.796, -2.842, 1.989], [-5.258, -3.778, 2.814], [-1.357, 2.266, -0.074], [1.058, 2.977, 7.371], [0.402, 2.900, 6.112], [0.890, 2.092, 5.150], [2.281, 1.172, 5.433], [-0.019, 2.129, 3.721], [0.609, 3.832, 7.872], [2.132, 3.114, 7.249], [0.886, 2.066, 7.946]]}

---

{"formula": "C31H27CrN9O2SSe2", "method": "wB97M-V/def2-TZVPD", "spin_multiplicity": 2, "homo_lumo_gap_ev": [4.230, 4.147], "s2": 1.016, "charge": -1, "e_above_lowest_kj_mol": 7.0, "species": ["Cr", "Se", "N", "C", "C", "C", "C", "C", "N", "C", "C", "N", "C", "C", "C", "C", "C", "N", "H", "H", "H", "H", "H", "H", "N", "C", "C", "C", "C", "C", "C", "S", "O", "O", "N", "C", "N", "C", "C", "C", "N", "H", "H", "H", "H", "H", "H", "H", "H", "H", "C", "N", "C", "C", "C", "C", "C", "C", "C", "C", "H", "H", "H", "H", "H", "H", "H", "H", "H", "H", "H", "H", "Se"], "xyz": [[-1.540, 0.056, -0.195], [1.183, 2.417, 6.640], [1.253, 3.119, 4.997], [0.610, 2.313, 4.202], [0.447, 2.545, 2.765], [0.956, 3.661, 2.116], [0.724, 3.785, 0.760], [0.029, 2.785, 0.097], [-0.437, 1.697, 0.702], [-0.249, 1.596, 2.021], [-0.856, 0.423, 2.649], [-1.552, -0.366, 1.821], [-2.149, -1.443, 2.346], [-2.056, -1.770, 3.691], [-1.338, -0.952, 4.547], [-0.732, 0.176, 4.015], [0.030, 1.130, 4.823], [0.221, 1.007, 6.105], [1.503, 4.406, 2.678], [1.083, 4.638, 0.202], [-0.180, 2.866, -0.959], [-2.746, -2.010, 1.642], [-2.553, -2.659, 4.052], [-1.245, -1.164, 5.604], [6.123, -3.493, -2.711], [5.147, -2.808, -1.979], [4.872, -3.166, -0.660], [3.927, -2.471, 0.073], [3.260, -1.401, -0.496], [3.542, -1.021, -1.800], [4.475, -1.723, -2.542], [2.050, -0.491, 0.418], [2.318, 0.904, 0.147], [2.131, -0.940, 1.791], [0.623, -0.812, -0.227], [0.163, -2.082, -0.331], [0.894, -3.195, -0.216], [0.242, -4.329, -0.456], [-1.104, -4.395, -0.780], [-1.795, -3.189, -0.794], [-1.163, -2.054, -0.563], [6.281, -4.441, -2.409], [6.009, -3.436, -3.710], [5.400, -4.001, -0.213], [3.683, -2.760, 1.085], [3.029, -0.170, -2.229], [4.696, -1.427, -3.561], [0.831, -5.237, -0.372], [-1.598, -5.335, -0.972], [-2.868, -3.073, -0.948], [0.129, 0.649, -2.841], [-1.280, 0.435, -2.487], [-1.764, -0.726, -3.251], [-2.096, 1.622, -2.862], [-2.641, 2.386, -1.689], [-3.150, 3.670, -1.898], [-3.720, 4.381, -0.858], [-3.787, 3.780, 0.403], [-3.294, 2.506, 0.592], [-2.700, 1.762, -0.445], [0.223, 0.968, -3.889], [0.679, -0.278, -2.701], [0.592, 1.393, -2.195], [-1.750, -0.506, -4.328], [-2.773, -0.966, -2.915], [-1.116, -1.581, -3.065], [-2.936, 1.271, -3.470], [-1.499, 2.275, -3.511], [-3.094, 4.115, -2.888], [-4.108, 5.380, -1.019], [-4.233, 4.316, 1.233], [-3.384, 2.046, 1.572], [-3.874, -0.606, -0.355]]}

---

{"formula": "C31H27N3O2PPt", "method": "wB97M-V/def2-TZVPD", "spin_multiplicity": 5, "homo_lumo_gap_ev": [6.398, 5.805], "s2": 6.068, "charge": 1, "e_above_lowest_kj_mol": 242.9, "species": ["Pt", "C", "C", "O", "C", "C", "C", "N", "N", "C", "O", "C", "C", "C", "C", "C", "C", "H", "H", "H", "H", "H", "H", "H", "H", "H", "H", "H", "H", "C", "C", "C", "C", "C", "C", "P", "C", "C", "C", "C", "C", "C", "C", "C", "C", "C", "C", "C", "H", "H", "H", "H", "H", "H", "H", "H", "H", "H", "H", "H", "H", "H", "N", "C", "H"], "xyz": [[0.291, 2.278, 0.477], [-3.553, 4.039, 0.362], [-2.877, 3.004, 1.218], [-1.623, 2.974, 1.272], [-3.690, 2.126, 1.985], [-3.180, 1.105, 2.771], [-4.003, 0.185, 3.624], [-1.865, 0.919, 2.759], [-1.022, 0.137, 3.189], [0.314, 0.318, 2.651], [0.620, 1.552, 2.329], [1.119, -0.741, 2.404], [2.317, -0.372, 1.585], [3.236, -1.486, 1.044], [2.681, -2.858, 1.215], [1.602, -3.115, 2.022], [0.844, -2.121, 2.655], [-2.811, 4.613, -0.186], [-4.135, 4.718, 0.987], [-4.249, 3.567, -0.334], [-4.762, 2.262, 1.961], [-5.063, 0.356, 3.456], [-3.777, 0.354, 4.678], [-3.763, -0.856, 3.400], [2.880, 0.423, 2.073], [4.249, -1.445, 1.452], [3.209, -3.681, 0.749], [1.308, -4.147, 2.173], [0.001, -2.391, 3.276], [0.080, 0.722, -4.963], [1.321, 0.697, -4.342], [1.418, 0.443, -2.979], [0.265, 0.213, -2.233], [-0.979, 0.228, -2.864], [-1.072, 0.484, -4.222], [0.273, -0.081, -0.446], [-0.478, -1.716, -0.292], [-1.492, -1.968, 0.625], [-2.036, -3.240, 0.723], [-1.559, -4.261, -0.087], [-0.552, -4.011, -1.010], [-0.016, -2.739, -1.123], [2.007, 0.085, 0.117], [3.158, -0.834, -0.378], [4.359, -0.022, -0.770], [4.384, 1.313, -0.768], [3.218, 2.157, -0.437], [2.092, 1.573, -0.046], [0.011, 0.910, -6.026], [2.221, 0.868, -4.917], [2.395, 0.439, -2.515], [-1.881, 0.035, -2.293], [-2.040, 0.489, -4.704], [-1.852, -1.174, 1.266], [-2.828, -3.435, 1.433], [-1.980, -5.254, -0.005], [-0.190, -4.805, -1.648], [0.750, -2.543, -1.863], [2.895, -1.546, -1.165], [5.249, -0.571, -1.058], [5.299, 1.821, -1.046], [3.314, 3.232, -0.523], [-0.023, 3.613, -2.275], [0.117, 3.142, -1.234], [-0.144, 4.022, -3.179]]}